[1]
Molecular formula: C4H7N3S
Method: DFT, ωB97M-V/def2-TZVPD

The value obtained for the relative energy (zero: lowest compared OMol25 entry of this formula, charge and spin) is 20.5 kcal/mol. Its structure (SMILES) is [H]/N=c1/[nH]c(C)c(S)[nH]1. Its gap between HOMO and LUMO is 8.26 eV.

Geometry as XYZ:
```
15
C4H7N3S, DFT ωB97M-V/def2-TZVPD
H -0.7253 3.4465 0.5276
N -1.1900 2.5779 0.7679
C -0.5680 1.5580 0.3505
N -0.9985 0.2824 0.6369
C -0.2015 -0.6624 0.0132
C -0.4075 -2.1252 0.2220
C 0.7597 -0.0045 -0.7091
S 2.1488 -0.5534 -1.6263
N 0.5706 1.3775 -0.4150
H -1.8026 0.1054 1.2746
H -0.2788 -2.4840 1.2442
H 0.3255 -2.7355 -0.3766
H -1.4301 -2.4405 -0.0534
H 3.0958 -0.4705 -0.6958
H 0.7019 2.1284 -1.1606
```

[2]
Molecular formula: C9H21N2S
Method: DFT, ωB97M-V/def2-TZVPD

The value obtained for the relative energy (zero: lowest compared OMol25 entry of this formula, charge and spin) is 45.2 kcal/mol. Its structure (SMILES) is CS[C@H]1N(C)[C@@H](C)[C@H](C)[N+]1(C)C. Its gap between HOMO and LUMO is 10.36 eV. As for the net charge: +1.

Geometry as XYZ:
```
33
C9H21N2S, DFT ωB97M-V/def2-TZVPD
C -3.3584 -0.8335 0.0376
S -2.1266 0.2916 0.7089
C -0.9018 0.2195 -0.5869
N -0.0391 1.2591 -0.7571
C -0.6710 2.3663 -1.4228
C 0.9927 1.3126 0.3153
C 0.7005 2.1553 1.5897
C 1.0300 -0.1576 0.7763
C 2.4147 -0.7409 0.8730
N 0.2121 -1.0350 -0.1800
C 0.9951 -1.2407 -1.4356
C -0.1250 -2.2859 0.4375
H -3.1525 -1.9127 0.2874
H -3.6745 -0.5147 -0.8955
H -4.3329 -0.7985 0.5107
H -1.5072 -0.1260 -1.5901
H -1.5650 2.7549 -0.8664
H -0.0308 3.1416 -1.5540
H -0.7570 2.1711 -2.4910
H 1.8880 1.5635 -0.0938
H 1.1225 3.2188 1.4797
H 1.2649 1.6485 2.3513
H -0.3918 2.1304 1.5790
H 0.5452 -0.0788 1.6574
H 3.0108 -0.0709 1.4700
H 2.9471 -0.9196 -0.0290
H 2.4788 -1.5076 1.5677
H 0.2560 -1.8807 -2.1858
H 1.3569 -0.4497 -2.0348
H 1.8980 -1.9453 -1.4275
H -0.5044 -2.8575 -0.3564
H 0.6967 -2.8526 0.9103
H -0.6723 -2.0253 1.3549
```

[3]
Molecular formula: C3H9NP2
Method: DFT, ωB97M-V/def2-TZVPD

The value obtained for the relative energy (zero: lowest compared OMol25 entry of this formula, charge and spin) is 20.1 kcal/mol. Its structure (SMILES) is C=CNPCP. Its gap between HOMO and LUMO is 9.13 eV.

Geometry as XYZ:
```
15
C3H9NP2, DFT ωB97M-V/def2-TZVPD
C -1.1334 -0.3077 1.5781
C 0.1750 -0.2792 1.7898
N 1.1483 -0.8744 0.9936
P 1.1232 -1.2019 -0.6686
C 0.7307 0.4630 -1.4470
P -0.8973 1.2809 -1.0341
H -1.5735 -0.8186 0.7394
H -1.8076 0.1629 2.2686
H 0.5762 0.2040 2.6718
H 2.0829 -0.8219 1.3760
H -0.1936 -1.6830 -0.7275
H 0.8011 0.3251 -2.5284
H 1.5333 1.1476 -1.1487
H -1.6763 0.3201 -1.6829
H -0.8891 2.0830 -2.1801
```

[4]
Molecular formula: CH10O5
Method: DFT, ωB97M-V/def2-TZVPD

The value obtained for the relative energy (zero: lowest compared OMol25 entry of this formula, charge and spin) is 31.0 kcal/mol. Its gap between HOMO and LUMO (spin up / spin down) is 2.45 / 5.51 eV. As for the net charge: -1. The spin multiplicity is 2.

Geometry as XYZ:
```
16
CH10O5, DFT ωB97M-V/def2-TZVPD
O 1.8339 1.3274 0.7445
C 2.0264 0.2188 1.3120
H 2.9648 -0.4056 1.1734
H 1.7147 0.0942 2.3812
H -0.9645 3.7827 2.8908
H -0.7906 2.4095 2.2288
O -1.1876 2.8488 3.0215
H -0.7859 -2.1462 -3.9671
H -2.1297 -2.8823 -3.9104
O -1.2963 -2.8183 -3.4778
H -3.7281 1.2187 2.0690
H -3.1651 -0.1362 2.2651
O -3.3187 0.5166 1.5643
H 2.9632 -0.5721 -2.7002
H 2.8650 -1.9838 -3.1939
O 2.9984 -1.4722 -2.4014
```

[5]
Molecular formula: C14H13AuINO3
Method: DFT, ωB97M-V/def2-TZVPD

The value obtained for the relative energy (zero: lowest compared OMol25 entry of this formula, charge and spin) is 0.0 kcal/mol. Its gap between HOMO and LUMO is 7.01 eV.

Geometry as XYZ:
```
33
C14H13AuINO3, DFT ωB97M-V/def2-TZVPD
Au 0.0837 0.0821 -0.1576
C -3.6787 3.3764 6.2459
O -3.0751 3.5021 4.9648
C -2.5624 2.3850 4.3944
C -2.6180 1.1142 5.0327
C -2.0779 0.0476 4.3845
C -1.4579 0.1185 3.1039
C -0.9269 -1.0841 2.5357
C -0.9889 -2.4134 3.2544
O -0.3566 -1.2232 1.4232
C -1.4018 1.4267 2.4563
O -0.8814 1.6494 1.3242
C -1.9837 2.5253 3.1691
H -4.0186 4.3704 6.5192
H -2.9639 3.0252 6.9923
H -4.5351 2.7002 6.2206
H -3.0718 0.9816 6.0030
H -2.1393 -0.9021 4.8931
H -1.4487 -2.4131 4.2322
H 0.0335 -2.7833 3.3427
H -1.5260 -3.1094 2.6081
H -1.9450 3.4972 2.6922
I 3.3568 0.5611 -1.3717
C 1.7359 1.5750 -2.1896
C 1.9653 2.6645 -3.0138
C 0.8797 3.3298 -3.5535
C -0.3958 2.8741 -3.2791
C -0.5446 1.7757 -2.4617
N 0.5037 1.1332 -1.9031
H 2.9771 2.9779 -3.2212
H 1.0355 4.1926 -4.1889
H -1.2727 3.3598 -3.6850
H -1.5203 1.3742 -2.2248
```

[6]
Molecular formula: C16H33BN2OP2Sn
Method: DFT, ωB97M-V/def2-TZVPD

The value obtained for the relative energy (zero: lowest compared OMol25 entry of this formula, charge and spin) is 0.0 kcal/mol. Its gap between HOMO and LUMO (spin up / spin down) is 5.33 / 5.25 eV.

Geometry as XYZ:
```
56
C16H33BN2OP2Sn, DFT ωB97M-V/def2-TZVPD
Sn -0.2336 -0.1270 0.2884
P -0.9637 -1.9299 -1.8910
P 1.1961 1.3921 1.8597
N 0.0782 1.2235 -1.2025
H 0.2185 -1.1910 -0.9747
C -2.6144 -1.3016 -2.2735
H -3.0871 -2.0101 -2.9757
H -2.5497 -0.3177 -2.7568
H -3.2469 -1.2316 -1.3757
C -1.2276 -3.6290 -1.3463
H -1.6630 -4.1884 -2.1862
H -1.9287 -3.6562 -0.4986
H -0.2836 -4.0997 -1.0376
C -0.0343 -1.8360 -3.4326
H -0.3892 -2.6190 -4.1220
H 1.0401 -1.9678 -3.2352
H -0.1791 -0.8430 -3.8818
C 0.3013 2.9297 2.1947
H 0.9136 3.5644 2.8483
H -0.6672 2.7037 2.6571
H 0.1223 3.4444 1.2417
C 1.6121 0.7126 3.4900
H 2.2468 1.4405 4.0150
H 2.1438 -0.2404 3.3763
H 0.6927 0.5382 4.0641
C 2.7770 1.9710 1.1659
H 3.3125 2.5393 1.9413
H 2.5970 2.6112 0.2933
H 3.3863 1.1147 0.8511
C 0.9815 1.5777 -2.0967
C 1.5197 3.0666 -3.9695
C 0.6412 2.6492 -2.9883
C 2.2791 0.9794 -2.2504
C 3.1420 1.4204 -3.2393
C 2.7737 2.4486 -4.1128
H 1.2329 3.8775 -4.6324
H -0.3415 3.1054 -2.8476
H 2.5583 0.1716 -1.5646
H 4.1208 0.9538 -3.3352
H 3.4612 2.7764 -4.9029
C -2.9886 0.2775 2.5930
O -2.5776 1.4249 2.4352
C -4.1043 -0.2754 1.7304
H -4.2672 -1.3439 1.9246
H -3.8787 -0.1307 0.6651
H -5.0179 0.2936 1.9516
C -2.4174 -0.6851 3.6137
H -2.2050 -0.1300 4.5315
H -1.4812 -1.1286 3.2547
H -3.1319 -1.4959 3.8002
B 1.0507 -3.6310 3.1906
C 1.2643 -2.5473 2.1114
N 1.3682 -1.7120 1.2901
H -0.0648 -4.1156 3.0775
H 1.1877 -3.1216 4.2858
H 1.8995 -4.4852 3.0267
```

[7]
Molecular formula: C24H26N6O3RuS2
Method: DFT, ωB97M-V/def2-TZVPD

The value obtained for the relative energy (zero: lowest compared OMol25 entry of this formula, charge and spin) is 12.6 kcal/mol. Its gap between HOMO and LUMO (spin up / spin down) is 7.25 / 6.72 eV. As for the net charge: +1. The spin multiplicity is 2.

Geometry as XYZ:
```
62
C24H26N6O3RuS2, DFT ωB97M-V/def2-TZVPD
Ru -0.0084 -0.4171 1.2153
N 1.3859 1.9759 4.5480
C 0.8729 1.4290 3.4441
S 0.7496 -0.3123 3.4076
N 0.4864 2.2473 2.4861
N -0.0318 1.6131 1.4086
C -0.4295 2.3186 0.3986
C -0.3037 3.7942 0.3127
C -1.4002 4.5809 -0.0322
C -1.2740 5.9588 -0.1341
C -0.0480 6.5626 0.0987
C 1.0473 5.7859 0.4548
C 0.9205 4.4111 0.5672
C -0.9516 1.5133 -0.7282
C -1.4717 2.0284 -1.9054
C -1.8788 1.1608 -2.9060
C -1.7546 -0.2080 -2.7237
C -1.2237 -0.6617 -1.5319
N -0.8294 0.1834 -0.5738
H 1.6998 1.3916 5.3015
H 1.5133 2.9723 4.5993
H -2.3718 4.1218 -0.1717
H -2.1386 6.5596 -0.3832
H 0.0539 7.6361 0.0118
H 2.0016 6.2542 0.6564
H 1.7762 3.8120 0.8529
H -1.5631 3.0970 -2.0262
H -2.2944 1.5517 -3.8255
H -2.0647 -0.9113 -3.4831
H -1.0961 -1.7148 -1.3156
C -2.0328 -2.7373 3.4597
C -2.0590 -2.6850 1.9394
C -3.2247 -3.4671 1.3669
O -2.1109 -1.3011 1.4757
C -0.7423 -3.2674 1.4176
O -0.5435 -4.4550 1.4551
O 0.1106 -2.3828 0.9573
H -2.9603 -2.3341 3.8746
H -1.1981 -2.1588 3.8543
H -1.9234 -3.7708 3.7830
H -4.1679 -3.1279 1.8017
H -3.0879 -4.5212 1.5963
H -3.2768 -3.3510 0.2835
H -2.8506 -0.8652 1.9162
N 1.9626 1.3915 -1.6776
C 2.0914 0.1280 -1.2468
S 2.2674 -0.1121 0.4666
N 2.1187 -0.8090 -2.1808
C 2.2322 -2.2441 -2.1756
C 2.3542 -2.8070 -3.4434
C 2.4835 -4.1757 -3.5879
C 2.4902 -4.9904 -2.4641
C 2.3481 -4.4238 -1.2075
C 2.2157 -3.0510 -1.0496
H 2.0612 2.1254 -0.9947
H 2.0310 1.6430 -2.6520
H 2.0892 -0.4558 -3.1290
H 2.3546 -2.1692 -4.3223
H 2.5771 -4.6046 -4.5762
H 2.5989 -6.0612 -2.5702
H 2.3325 -5.0519 -0.3272
H 2.0861 -2.6420 -0.0661
```

[8]
Molecular formula: C4H6N2O
Method: DFT, ωB97M-V/def2-TZVPD

The value obtained for the relative energy (zero: lowest compared OMol25 entry of this formula, charge and spin) is 107.2 kcal/mol. Its gap between HOMO and LUMO is 9.14 eV.

Geometry as XYZ:
```
13
C4H6N2O, DFT ωB97M-V/def2-TZVPD
O -1.0012 -1.0392 -2.1421
C -0.4489 -0.4134 -1.2744
N -0.8879 0.7379 -0.6768
C -0.0547 1.1756 0.4109
C 0.8962 -0.0073 0.5567
C 0.5035 -1.7726 0.4493
N 0.7953 -0.8118 -0.6441
H -1.7809 1.1386 -0.9159
H -0.6191 1.4339 1.3114
H 0.5588 2.0441 0.1263
H 1.9202 0.2313 0.8400
H 0.7234 -0.9008 1.4266
H -0.6048 -1.8162 0.5320
```

[9]
Molecular formula: C32H40AsO4PtS2SbSi
Method: DFT, ωB97M-V/def2-TZVPD

The value obtained for the relative energy (zero: lowest compared OMol25 entry of this formula, charge and spin) is 1.3 kcal/mol. Its gap between HOMO and LUMO is 6.34 eV. As for the net charge: -2.

Geometry as XYZ:
```
82
C32H40AsO4PtS2SbSi, DFT ωB97M-V/def2-TZVPD
Pt 0.1128 0.9541 -1.2007
S -2.2156 1.2605 -0.9330
C -2.6000 0.9322 0.7590
C -3.3690 1.8640 1.4644
C -3.7900 1.6234 2.7617
C -3.4564 0.4322 3.3881
C -2.6898 -0.5046 2.7052
C -2.2501 -0.2697 1.4063
As -1.1021 -1.5285 0.4195
C -2.4670 -2.2302 -0.7934
C -3.7789 -2.4734 -0.3969
C -4.7056 -2.9645 -1.3053
C -4.3269 -3.2047 -2.6213
C -3.0254 -2.9449 -3.0251
C -2.0955 -2.4577 -2.1144
C -1.0901 -2.9919 1.7559
C -0.2182 -2.8303 2.8359
C -0.0503 -3.8309 3.7811
C -0.7378 -5.0319 3.6514
C -1.5861 -5.2170 2.5706
C -1.7603 -4.2054 1.6309
H -3.6084 2.8011 0.9755
H -4.3672 2.3771 3.2858
H -3.7828 0.2289 4.4018
H -2.4379 -1.4333 3.2008
H -4.0817 -2.2584 0.6229
H -5.7281 -3.1440 -0.9912
H -5.0546 -3.5744 -3.3352
H -2.7273 -3.0869 -4.0564
H -1.1032 -2.1867 -2.4567
H 0.3344 -1.9003 2.9380
H 0.6242 -3.6764 4.6154
H -0.6038 -5.8203 4.3829
H -2.1178 -6.1546 2.4532
H -2.4243 -4.3662 0.7913
C 2.3349 3.1435 0.4689
Si 0.6948 2.1740 0.6460
C 0.8780 1.2330 2.2912
C -0.4652 3.6406 1.0798
C -1.0586 4.3999 0.0674
C -1.8650 5.4939 0.3526
C -2.1018 5.8622 1.6718
C -1.5214 5.1277 2.6962
C -0.7159 4.0353 2.3954
H 2.5104 3.7710 1.3493
H 2.2870 3.7962 -0.4065
H 3.1987 2.4854 0.3426
H 1.3945 1.8474 3.0365
H 1.4637 0.3235 2.1430
H -0.0953 0.9440 2.6953
H -0.9135 4.0989 -0.9643
H -2.3227 6.0517 -0.4568
H -2.7405 6.7092 1.8980
H -1.7083 5.3948 3.7311
H -0.2965 3.4598 3.2142
C 3.6231 -2.1745 -3.3501
C 2.5177 -1.9011 -2.3378
Sb 2.4596 0.1210 -1.6393
C 3.4573 -0.4495 0.2493
C 4.8178 -1.1166 0.0645
C 4.1323 1.2584 -2.3373
C 3.7563 2.5049 -3.1273
H 3.5638 -3.1989 -3.7326
H 4.6209 -2.0402 -2.9202
H 3.5159 -1.4986 -4.1985
H 2.5901 -2.5564 -1.4655
H 1.5409 -2.0398 -2.8014
H 2.7507 -1.1336 0.7320
H 3.5524 0.4177 0.9069
H 4.7545 -1.9791 -0.6028
H 5.2445 -1.4740 1.0092
H 5.5425 -0.4243 -0.3740
H 4.7584 0.5851 -2.9281
H 4.6901 1.5187 -1.4323
H 3.2345 2.2362 -4.0440
H 4.6454 3.0973 -3.3676
H 3.0742 3.1388 -2.5559
O -0.2672 -0.1207 -3.0693
S 0.4806 0.2022 -4.3619
O 0.3206 -0.9411 -5.2528
O 0.0133 1.4562 -4.9321
O 1.9329 0.3332 -3.9504
```

[10]
Molecular formula: C3H5BrO
Method: DFT, ωB97M-V/def2-TZVPD

The value obtained for the relative energy (zero: lowest compared OMol25 entry of this formula, charge and spin) is 82.7 kcal/mol. Its gap between HOMO and LUMO (spin up / spin down) is 8.09 / 8.34 eV.

Geometry as XYZ:
```
10
C3H5BrO, DFT ωB97M-V/def2-TZVPD
C 1.4973 -0.6518 1.0947
C -0.0053 0.7314 -0.4421
C -1.1310 -0.0964 -0.8775
O 0.7638 0.2816 0.5382
Br -0.5385 2.6392 -0.1941
H 2.0890 -0.2954 2.0035
H 1.4196 -1.6319 0.7901
H -2.1236 0.2221 -0.4225
H -0.7972 -1.1242 -0.5289
H -1.1742 -0.0746 -1.9615
```

[11]
Molecular formula: C10H14BBrN6Ti
Method: DFT, ωB97M-V/def2-TZVPD

The value obtained for the relative energy (zero: lowest compared OMol25 entry of this formula, charge and spin) is 15.1 kcal/mol. Its gap between HOMO and LUMO (spin up / spin down) is 6.91 / 7.66 eV. The spin multiplicity is 3.

Geometry as XYZ:
```
33
C10H14BBrN6Ti, DFT ωB97M-V/def2-TZVPD
H -2.9403 -2.4784 1.7903
N -1.3923 -1.7895 0.4453
B 1.1154 -1.2221 -0.2283
N -0.0317 -1.9875 0.4809
C 0.2121 -3.1310 1.1379
Ti -2.7136 -1.4943 -1.1143
H 1.1766 -3.5935 1.0670
C -0.9593 -3.5360 1.7407
H -1.0480 -4.4199 2.3108
C -1.9570 -2.6285 1.3748
H 2.0368 -1.9884 -0.4653
C -1.6604 4.7086 1.0330
H -2.3445 4.8996 0.2224
H -1.8000 3.6928 1.3805
H -0.6513 4.8084 0.6624
N 1.7790 0.0237 0.5627
N 0.3674 -0.8907 -1.5482
N 0.9399 1.0442 0.9204
N -0.9611 -0.6039 -1.7648
C 3.0423 0.3477 0.9911
C 0.9748 -1.0225 -2.7403
H 3.8802 -0.3010 0.8060
H 1.9392 -1.4815 -2.8011
C 2.9666 1.6000 1.6525
C 0.0972 -0.5885 -3.7153
C 1.5990 1.9757 1.5730
C -1.0981 -0.2400 -3.0820
H 3.7378 2.1622 2.1150
H 0.3171 -0.6105 -4.7455
H 1.0253 2.8264 1.9189
H -1.9377 0.3271 -3.4565
H -1.8228 5.3532 1.8041
Br -3.8887 0.2381 -0.3280
```

[12]
Molecular formula: C17H14ClF3O5P
Method: DFT, ωB97M-V/def2-TZVPD

Its gap between HOMO and LUMO is 3.07 eV. As for the net charge: -1.

Geometry as XYZ:
```
41
C17H14ClF3O5P, DFT ωB97M-V/def2-TZVPD
O 8.0360 1.1028 2.7146
P 8.3103 0.9119 1.0370
Cl 7.8846 2.8793 0.2857
C 7.0760 -0.2632 0.5202
C 5.6536 0.3184 0.2797
C 4.5906 -0.1634 1.3310
C 3.3092 0.6315 1.0810
F 2.3761 0.1821 0.2078
C 3.1316 1.8037 1.6808
F 3.6429 2.0609 2.8707
F 2.3907 2.7660 1.1084
H 8.9346 1.2113 3.0610
H 7.4263 -0.6397 -0.4623
H 5.5931 1.4221 0.2226
H 5.3073 -0.0624 -0.7051
H 4.3541 -1.2253 1.1574
H 4.9922 0.0245 2.3348
C -3.3633 2.4759 -0.8981
C -2.9651 3.6823 -0.5026
C -1.6486 3.8816 0.1517
O -1.2892 4.9823 0.5132
C -0.7942 2.6858 0.3462
C -1.1940 1.4789 -0.0503
C -2.5076 1.2815 -0.7030
O -2.8763 0.1819 -1.0682
H -4.3205 2.3093 -1.3765
H -3.5756 4.5665 -0.6370
H 0.1630 2.8494 0.8235
H -0.5824 0.5951 0.0841
C -7.0762 -3.5936 -1.5464
C -6.4929 -4.7881 -1.6041
C -5.0411 -4.9485 -1.3468
O -4.5112 -6.0393 -1.4019
C -4.2663 -3.7286 -1.0216
C -4.8490 -2.5323 -0.9635
C -6.2999 -2.3724 -1.2207
O -6.8363 -1.2848 -1.1669
H -8.1342 -3.4562 -1.7317
H -7.0429 -5.6906 -1.8394
H -3.2085 -3.8656 -0.8365
H -4.2970 -1.6308 -0.7288
```

[13]
Molecular formula: C7H6ClO4S
Method: DFT, ωB97M-V/def2-TZVPD

The value obtained for the relative energy (zero: lowest compared OMol25 entry of this formula, charge and spin) is 60.8 kcal/mol. Its gap between HOMO and LUMO (spin up / spin down) is 6.62 / 7.84 eV. As for the net charge: -1.

Geometry as XYZ:
```
19
C7H6ClO4S, DFT ωB97M-V/def2-TZVPD
C 0.7440 0.3236 1.7294
C -0.3797 -0.4297 1.5762
C 1.5246 0.2939 -0.6363
C 1.0698 -0.8115 -1.1000
C 0.3213 -2.0082 -1.1884
C 1.2290 1.1935 0.5676
C -1.1823 -0.4224 0.3780
O -0.4610 1.2981 -1.6314
O 0.5614 -3.2001 -1.0070
O -2.7692 0.7600 -1.4645
O -1.7613 1.9579 0.3465
S -1.5413 1.0072 -0.7171
Cl -2.4780 -1.5271 0.4408
H 1.3988 0.1460 2.5818
H -0.5650 -1.1776 2.3259
H 2.2612 0.7429 -1.3930
H -0.6235 -1.7008 -1.7521
H 0.5319 1.8462 0.1093
H 2.1191 1.7082 0.8344
```